Below is a 4-piece molecular cluster, C21H23BBrO16P2 overall in a non-equilibrium geometry, with properties calculated with ωB97M-V with the def2-TZVPD basis set.

Each line ends with the natural charge from an NBO analysis.
Positions of all 64 atoms, in Å:
C  5.236  0.442  3.065  -0.691
C  4.925  1.699  2.060  0.098
O  6.224  2.018  1.379  -0.786
C  3.854  1.386  0.860  -0.629
B  2.556  0.476  1.297  -0.778
P  1.724  0.980  2.946  1.114
O  2.173  2.578  3.475  -1.010
O  -0.021  1.108  2.639  -0.994
P  2.954  -1.434  1.189  0.833
O  2.784  -2.010  2.823  -1.007
Br  1.314  -2.498  -0.019  -0.335
H  5.501  -0.525  2.452  0.211
H  4.365  0.171  3.806  0.247
H  6.186  0.681  3.742  0.193
H  4.656  2.684  2.677  0.195
H  6.967  1.589  1.899  0.465
H  4.416  0.843  -0.038  0.223
H  3.447  2.399  0.404  0.222
H  1.732  0.645  0.443  0.028
H  1.698  3.297  2.961  0.462
H  -0.168  1.495  1.707  0.458
H  3.690  -2.287  3.204  0.487
C  -2.966  -1.657  -3.444  -0.396
C  -2.256  -2.538  -2.735  0.371
C  -2.618  -2.870  -1.330  0.451
O  -1.959  -3.697  -0.710  -0.492
C  -3.770  -2.176  -0.732  -0.358
C  -4.477  -1.293  -1.439  0.285
C  -4.131  -0.981  -2.853  0.485
O  -4.811  -0.178  -3.484  -0.543
O  -5.558  -0.635  -0.883  -0.638
O  -1.158  -3.175  -3.283  -0.653
H  -2.715  -1.407  -4.467  0.241
H  -4.011  -2.414  0.296  0.238
H  -5.902  -0.051  -1.594  0.510
H  -0.817  -3.763  -2.574  0.509
C  -7.720  -2.582  3.946  -0.351
C  -9.007  -2.227  3.934  0.291
C  -9.584  -1.448  2.805  0.471
O  -10.774  -1.153  2.813  -0.541
C  -8.684  -1.053  1.709  -0.362
C  -7.397  -1.405  1.723  0.294
C  -6.827  -2.208  2.839  0.470
O  -5.644  -2.532  2.814  -0.509
O  -6.546  -1.035  0.698  -0.622
O  -9.852  -2.573  4.973  -0.648
H  -7.288  -3.151  4.760  0.247
H  -9.113  -0.471  0.903  0.240
H  -5.671  -1.410  0.937  0.507
H  -10.728  -2.203  4.730  0.502
C  4.689  2.583  -3.919  -0.375
C  5.344  2.630  -2.757  0.313
C  6.832  2.676  -2.709  0.462
O  7.405  2.738  -1.627  -0.492
C  7.564  2.638  -3.985  -0.350
C  6.909  2.587  -5.146  0.287
C  5.421  2.570  -5.195  0.472
O  4.847  2.541  -6.278  -0.549
O  7.591  2.549  -6.348  -0.655
O  4.663  2.640  -1.554  -0.634
H  3.608  2.552  -3.969  0.248
H  8.645  2.654  -3.935  0.240
H  6.896  2.516  -7.042  0.501
H  5.357  2.679  -0.861  0.530

Values from the calculation:
LUMO energy, hartree: -0.0083
E_tot, Ha: -5299.4234
Charge: -1